[1]
C38H51BrHgNP3 | ωB97M-V/def2-TZVPD

Values from the calculation:
HOMO level, eV: -12.435
Gap between HOMO and LUMO, Eh: 0.2285

ORCA input file:
```
! RIJCOSX wB97M-V def2-TZVPD def2/J DEFGRID3
* xyz 2 1
C 2.569 5.009 -1.148
C 1.391 4.770 -1.875
C 1.458 4.320 -3.209
C 2.693 3.830 -3.627
N 3.777 3.813 -2.841
C 3.745 4.485 -1.685
C 0.144 4.790 -1.202
C -0.900 4.415 -0.670
C -1.713 3.286 -0.278
C -1.263 2.065 -0.784
C -1.777 0.843 -0.266
C -2.631 0.960 0.867
C -3.228 2.158 1.233
C -2.752 3.350 0.662
Hg -0.341 -0.209 1.252
P 1.901 -0.463 -0.480
H 0.586 4.264 -3.851
H 2.553 5.497 -0.181
H 2.824 3.385 -4.609
H 4.697 4.556 -1.168
H -3.093 4.345 0.965
H -0.464 2.049 -1.541
H -4.020 2.207 1.992
H -1.757 -0.044 -0.925
C 2.763 -2.111 -0.310
C 3.895 -2.499 -1.260
H 1.948 -2.841 -0.426
H 3.106 -2.175 0.734
H 4.293 -3.473 -0.938
H 3.547 -2.638 -2.291
H 4.747 -1.805 -1.245
C 1.990 -0.110 -2.298
C 3.309 0.343 -2.917
H 1.247 0.683 -2.461
H 1.618 -1.006 -2.821
H 3.132 0.577 -3.976
H 3.694 1.268 -2.475
H 4.095 -0.419 -2.896
C 3.057 0.795 0.250
C 4.553 0.505 0.304
H 2.678 0.938 1.275
H 2.879 1.738 -0.288
H 5.044 1.320 0.852
H 4.788 -0.421 0.843
H 5.025 0.477 -0.685
Br -2.965 -0.794 1.968
P -2.013 -1.932 -1.936
C -0.822 -2.805 -3.001
C -1.352 -4.101 -3.589
H 0.046 -2.993 -2.339
H -0.469 -2.120 -3.788
H -0.588 -4.550 -4.227
H -1.587 -4.838 -2.816
H -2.232 -3.933 -4.218
C -3.163 -3.088 -1.102
C -4.447 -3.363 -1.877
H -3.391 -2.626 -0.123
H -2.623 -4.023 -0.877
H -5.045 -4.112 -1.348
H -5.074 -2.469 -1.963
H -4.246 -3.767 -2.879
C -2.985 -0.710 -2.907
C -3.246 -1.095 -4.356
H -2.396 0.223 -2.857
H -3.922 -0.497 -2.367
H -3.756 -0.264 -4.852
H -2.314 -1.282 -4.902
H -3.909 -1.965 -4.434
C 1.866 -1.004 3.955
P 0.156 -0.709 3.530
C -0.791 -2.147 4.043
C -1.430 -2.139 5.298
C -2.106 -3.282 5.723
C -2.127 -4.431 4.926
C -1.518 -4.425 3.671
C -0.849 -3.285 3.219
C -0.381 0.891 4.147
C -1.733 1.072 4.497
C -2.247 2.362 4.569
C -1.433 3.468 4.319
C -0.109 3.284 3.922
C 0.431 2.001 3.841
H 2.200 -1.962 3.505
H 1.847 -1.046 5.052
H 2.499 -0.173 3.597
H -1.381 -1.251 5.936
H -2.619 -3.277 6.685
H -2.632 -5.331 5.283
H -1.565 -5.312 3.036
H -0.372 -3.272 2.239
H -2.392 0.210 4.649
H -3.304 2.482 4.784
H -1.846 4.479 4.393
H 0.514 4.136 3.661
H 1.452 1.837 3.492
*
```

These are the Mulliken partial charges, in e, on atoms 1 to 6: C -0.40; C 0.66; C -0.36; C -0.42; N -0.54; C -0.48

[2]
C38H51BrNP3Pd | ωB97M-V/def2-TZVPD

Values from the calculation:
<S²>: 6.04
HOMO level (spin up / spin down), eV: -17.851 / -18.790
Gap between HOMO and LUMO (spin up / spin down), Eh: 0.2505 / 0.1556

ORCA input file:
```
! RIJCOSX wB97M-V def2-TZVPD def2/J DEFGRID3
* xyz 4 5
C 2.900 5.160 -1.378
C 1.705 4.858 -2.087
C 1.828 4.470 -3.443
C 3.116 4.282 -3.970
N 4.249 4.542 -3.316
C 4.121 4.934 -2.047
C 0.393 4.731 -1.464
C -0.684 4.559 -0.902
C -1.748 3.664 -0.497
C -1.559 2.411 -1.089
C -2.223 1.303 -0.514
C -3.170 1.472 0.523
C -3.489 2.746 0.980
C -2.754 3.847 0.477
Pd -1.342 -0.116 0.780
P 1.026 -0.347 -0.209
H 0.925 4.254 -4.037
H 2.885 5.496 -0.331
H 3.230 3.907 -4.995
H 5.073 5.084 -1.518
H -2.967 4.825 0.911
H -0.843 2.256 -1.902
H -4.281 2.853 1.738
H -2.187 0.334 -1.061
C 1.832 -2.039 -0.086
C 3.096 -2.273 -0.930
H 1.049 -2.754 -0.393
H 2.037 -2.252 0.979
H 3.497 -3.283 -0.764
H 2.880 -2.200 -2.007
H 3.914 -1.583 -0.669
C 1.258 0.161 -1.996
C 2.627 0.698 -2.468
H 0.512 0.953 -2.150
H 0.955 -0.685 -2.639
H 2.587 0.957 -3.543
H 2.892 1.634 -1.942
H 3.439 -0.045 -2.369
C 2.208 0.752 0.716
C 3.720 0.515 0.614
H 1.906 0.640 1.767
H 1.971 1.797 0.438
H 4.277 1.264 1.197
H 4.000 -0.462 1.035
H 4.100 0.597 -0.411
Br -4.043 -0.197 1.129
P -2.037 -1.794 -1.714
C -0.829 -2.674 -2.755
C -1.390 -3.876 -3.497
H 0.002 -2.963 -2.085
H -0.428 -1.922 -3.452
H -0.574 -4.310 -4.083
H -1.751 -4.645 -2.807
H -2.181 -3.585 -4.200
C -3.321 -2.920 -1.038
C -4.560 -3.159 -1.903
H -3.627 -2.472 -0.070
H -2.799 -3.866 -0.813
H -5.206 -3.873 -1.370
H -5.145 -2.242 -2.047
H -4.308 -3.612 -2.876
C -2.897 -0.550 -2.794
C -3.249 -0.892 -4.227
H -2.233 0.331 -2.809
H -3.814 -0.251 -2.259
H -3.697 0.014 -4.658
H -2.366 -1.137 -4.829
H -4.005 -1.684 -4.272
C -2.303 -1.233 3.879
P -0.862 -0.751 2.856
C -0.233 0.769 3.621
C 0.003 1.884 2.808
C 0.614 3.025 3.306
C 0.941 3.074 4.657
C 0.669 1.999 5.500
C 0.075 0.843 4.988
C 0.270 -2.150 3.157
C 1.279 -2.153 4.131
C 1.906 -3.344 4.497
C 1.543 -4.536 3.864
C 0.635 -4.532 2.809
C 0.009 -3.342 2.452
H -3.085 -0.452 3.895
H -1.857 -1.409 4.873
H -2.784 -2.157 3.519
H -0.250 1.845 1.737
H 0.819 3.833 2.610
H 1.409 3.964 5.055
H 0.936 2.036 6.560
H -0.125 -0.007 5.645
H 1.582 -1.230 4.628
H 2.657 -3.351 5.285
H 1.968 -5.484 4.188
H 0.384 -5.438 2.252
H -0.705 -3.340 1.628
*
```

These are the Mulliken partial charges, in e, on atoms 1 to 6: C -0.25; C 0.33; C -0.24; C -0.49; N 0.05; C -0.40

[3]
C38H52CuO3Se | ωB97M-V/def2-TZVPD

Values from the calculation:
HOMO level, eV: -4.237
Gap between HOMO and LUMO, Eh: 0.2492

ORCA input file:
```
! RIJCOSX wB97M-V def2-TZVPD def2/J DEFGRID3
* xyz -1 1
Cu -1.375 -0.539 -1.350
C -3.636 2.782 4.820
C -2.257 3.315 4.410
C -2.307 4.842 4.456
C -1.219 2.842 5.435
C -1.890 2.787 3.025
C -1.846 1.418 2.793
C -1.507 0.898 1.556
Se -1.529 -1.001 1.333
C 0.350 -1.350 1.186
C 1.083 -1.454 2.357
C 2.436 -1.749 2.355
C 3.029 -1.950 1.108
C 2.347 -1.850 -0.096
C 0.955 -1.541 -0.081
O 0.299 -1.478 -1.206
C 3.068 -2.060 -1.430
C 2.415 -3.211 -2.208
C 3.037 -0.776 -2.274
C 4.542 -2.422 -1.228
C 3.205 -1.831 3.671
C 3.120 -0.482 4.396
C 2.590 -2.916 4.565
C 4.682 -2.169 3.468
C -1.178 1.733 0.456
O -0.826 1.255 -0.695
C -1.213 3.140 0.690
C -1.562 3.611 1.949
C -0.861 4.100 -0.447
C 0.586 3.852 -0.903
C -0.958 5.562 -0.012
C -1.821 3.909 -1.629
H -3.922 3.175 5.800
H -3.641 1.694 4.882
H -4.396 3.073 4.094
H -2.585 5.166 5.462
H -3.040 5.248 3.757
H -1.339 5.287 4.220
H -1.480 3.181 6.442
H -0.229 3.230 5.187
H -1.151 1.754 5.454
H -2.071 0.723 3.596
H 0.566 -1.294 3.297
H 4.082 -2.185 1.074
H 1.369 -2.999 -2.414
H 2.476 -4.140 -1.636
H 2.942 -3.362 -3.155
H 2.019 -0.453 -2.465
H 3.542 -0.950 -3.229
H 3.562 0.032 -1.758
H 4.666 -3.356 -0.676
H 5.087 -1.638 -0.698
H 5.012 -2.551 -2.206
H 2.085 -0.205 4.598
H 3.557 0.311 3.788
H 3.652 -0.519 5.350
H 1.542 -2.706 4.780
H 3.123 -2.981 5.517
H 2.637 -3.889 4.074
H 5.194 -1.417 2.866
H 4.811 -3.136 2.978
H 5.181 -2.217 4.438
H -1.587 4.680 2.100
H 1.277 4.033 -0.077
H 0.844 4.541 -1.714
H 0.722 2.830 -1.244
H -0.280 5.790 0.814
H -1.970 5.834 0.297
H -0.682 6.202 -0.853
H -1.792 2.886 -1.992
H -1.542 4.587 -2.442
H -2.846 4.145 -1.332
C -1.168 -3.519 -7.545
C -1.591 -3.005 -6.197
C -1.324 -1.696 -5.824
C -1.684 -1.185 -4.582
C -1.297 0.234 -4.261
C -2.353 -2.026 -3.681
C -2.756 -1.563 -2.319
O -3.130 -0.373 -2.073
C -2.636 -3.350 -4.041
C -3.347 -4.299 -3.108
C -2.252 -3.819 -5.290
H -0.648 -2.746 -8.110
H -2.023 -3.848 -8.140
H -0.492 -4.370 -7.451
H -0.802 -1.043 -6.515
H -0.822 0.685 -5.133
H -0.569 0.277 -3.443
H -2.146 0.843 -3.963
H -3.038 -2.350 -1.610
H -4.194 -3.839 -2.602
H -2.676 -4.677 -2.333
H -3.724 -5.157 -3.667
H -2.484 -4.845 -5.554
*
```

These are the Mulliken partial charges, in e, on atoms 1 to 6: Cu -0.59; C -1.79; C 2.28; C -2.16; C -1.65; C -0.60

Electronic energy per entry: -5284.1825, -5257.6020, -5746.9501 hartree
ΔE to the lowest compared entry with this formula, charge and spin per entry: 357.6, 132.0, 0.0 kJ/mol